Arrangement w

The following is a DFT calculation (ωB97M-V/def2-TZVPD) of an isolated molecule of C20H29N3O4S.

- Frontier orbital gap: 9.02 eV
- SMILES: CCOCCCNC(=O)CCn1ccc2cc(S(=O)(=O)N3CCCC3)ccc21

Last columns: bonded neighbours and bond lengths (Å).
Positions of all 57 atoms, in Å:
1 C -0.146 -1.574 -2.574  C2 1.520, H55 1.086, H56 1.086, H57 1.088
2 C -0.466 -1.882 -1.120  C1 1.520, O3 1.416, H53 1.101, H54 1.098
3 O 0.634 -1.485 -0.321  C2 1.416, C4 1.411
4 C 0.592 -1.987 0.996  O3 1.411, C5 1.528, H51 1.103, H52 1.101
5 C 1.800 -1.495 1.793  C4 1.528, C6 1.531, H49 1.090, H50 1.090
6 C 3.134 -1.858 1.134  C5 1.531, N7 1.444, H47 1.096, H48 1.093
7 N 3.321 -1.091 -0.075  C6 1.444, C8 1.343, H46 1.011
8 C 4.327 -0.218 -0.252  N7 1.343, O9 1.215, C10 1.528
9 O 5.281 -0.117 0.494  C8 1.215
10 C 4.153 0.671 -1.483  C8 1.528, H11 1.090, H12 1.089, C13 1.538
11 H 5.073 0.663 -2.068  C10 1.090
12 H 3.328 0.314 -2.098  C10 1.089
13 C 3.884 2.105 -0.997  C10 1.538, N14 1.439, H44 1.092, H45 1.094
14 N 2.841 2.138 -0.006  C13 1.439, C15 1.364, C22 1.367
15 C 1.502 1.994 -0.225  N14 1.364, C16 1.392, C20 1.423
16 C 0.782 1.896 -1.412  C15 1.392, C17 1.378, H43 1.080
17 C -0.588 1.772 -1.323  C16 1.378, C18 1.394, H42 1.078
18 C -1.221 1.751 -0.081  C17 1.394, C19 1.373, S26 1.783
19 C -0.533 1.858 1.103  C18 1.373, C20 1.393, H25 1.078
20 C 0.853 1.982 1.042  C15 1.423, C19 1.393, C21 1.422
21 C 1.878 2.111 2.019  C20 1.422, C22 1.361, H24 1.071
22 C 3.056 2.195 1.342  N14 1.367, C21 1.361, H23 1.073
23 H 4.055 2.285 1.725  C22 1.073
24 H 1.745 2.144 3.082  C21 1.071
25 H -1.066 1.869 2.040  C19 1.078
26 S -2.996 1.595 -0.054  C18 1.783, O27 1.436, O28 1.438, N29 1.705
27 O -3.529 2.104 -1.286  S26 1.436
28 O -3.494 2.140 1.180  S26 1.438
29 N -3.175 -0.101 -0.077  S26 1.705, C30 1.452, C39 1.456
30 C -3.369 -0.664 1.246  N29 1.452, H31 1.096, H32 1.088, C33 1.530
31 H -2.991 -1.692 1.244  C30 1.096
32 H -2.822 -0.073 1.977  C30 1.088
33 C -4.883 -0.632 1.462  C30 1.530, H34 1.089, H35 1.088, C36 1.534
34 H -5.163 0.372 1.781  C33 1.089
35 H -5.213 -1.351 2.209  C33 1.088
36 C -5.440 -0.926 0.063  C33 1.534, H37 1.088, H38 1.090, C39 1.544
37 H -6.317 -0.319 -0.152  C36 1.088
38 H -5.717 -1.976 -0.032  C36 1.090
39 C -4.276 -0.591 -0.893  N29 1.456, C36 1.544, H40 1.095, H41 1.089
40 H -3.935 -1.484 -1.428  C39 1.095
41 H -4.527 0.180 -1.620  C39 1.089
42 H -1.209 1.710 -2.202  C17 1.078
43 H 1.274 1.927 -2.372  C16 1.080
44 H 4.793 2.498 -0.536  C13 1.092
45 H 3.608 2.745 -1.841  C13 1.094
46 H 2.498 -1.057 -0.662  N7 1.011
47 H 3.158 -2.928 0.897  C6 1.096
48 H 3.968 -1.624 1.800  C6 1.093
49 H 1.742 -0.411 1.896  C5 1.090
50 H 1.754 -1.942 2.786  C5 1.090
51 H 0.587 -3.090 0.965  C4 1.103
52 H -0.334 -1.657 1.491  C4 1.101
53 H -0.639 -2.962 -0.992  C2 1.101
54 H -1.366 -1.339 -0.802  C2 1.098
55 H -0.986 -1.855 -3.202  C1 1.086
56 H 0.043 -0.511 -2.689  C1 1.086
57 H 0.736 -2.127 -2.892  C1 1.088

Arrangement x

The following is a DFT calculation (ωB97M-V/def2-TZVPD) of an isolated molecule of C20H29N3O4S.

- Frontier orbital gap: 9.64 eV
- SMILES: CC(=O)N1CCN(S(=O)(=O)c2cccc(C(=O)N[C@H]3CC[C@@H](C)CC3)c2)CC1

Last columns: bonded neighbours and bond lengths (Å).
Positions of all 57 atoms, in Å:
1 C 2.609 3.265 3.928  C2 1.513, H55 1.087, H56 1.087, H57 1.088
2 C 2.737 1.936 4.641  C1 1.513, O3 1.215, N4 1.360
3 O 2.107 1.684 5.649  C2 1.215
4 N 3.629 1.050 4.124  C2 1.360, C5 1.444, C48 1.449
5 C 4.264 1.128 2.829  N4 1.444, H6 1.087, C7 1.534, H54 1.095
6 H 4.215 2.137 2.426  C5 1.087
7 C 3.581 0.144 1.872  C5 1.534, N8 1.444, H52 1.090, H53 1.102
8 N 3.654 -1.180 2.442  C7 1.444, S9 1.668, C46 1.445
9 S 3.358 -2.448 1.401  N8 1.668, O10 1.431, O11 1.432, C12 1.793
10 O 4.089 -2.188 0.199  S9 1.431
11 O 3.607 -3.658 2.126  S9 1.432
12 C 1.599 -2.317 1.074  S9 1.793, C13 1.379, C17 1.382
13 C 1.161 -1.382 0.160  C12 1.379, C14 1.391, H45 1.078
14 C -0.204 -1.181 -0.017  C13 1.391, C15 1.392, C21 1.499
15 C -1.106 -1.924 0.739  C14 1.392, C16 1.386, H20 1.081
16 C -0.651 -2.864 1.651  C15 1.386, C17 1.386, H19 1.079
17 C 0.710 -3.060 1.826  C12 1.382, C16 1.386, H18 1.078
18 H 1.097 -3.780 2.528  C17 1.078
19 H -1.358 -3.434 2.234  C16 1.079
20 H -2.168 -1.752 0.637  C15 1.081
21 C -0.638 -0.101 -0.962  C14 1.499, O22 1.215, N23 1.349
22 O -0.034 0.950 -1.044  C21 1.215
23 N -1.738 -0.394 -1.685  C21 1.349, H24 1.008, C25 1.449
24 H -2.147 -1.312 -1.615  N23 1.008
25 C -2.309 0.510 -2.663  N23 1.449, C26 1.529, C34 1.529, H44 1.095
26 C -3.767 0.817 -2.323  C25 1.529, C27 1.526, H42 1.092, H43 1.092
27 C -4.355 1.788 -3.343  C26 1.526, C28 1.532, H40 1.092, H41 1.092
28 C -4.252 1.262 -4.779  C27 1.532, C29 1.528, C33 1.532, H39 1.096
29 C -5.209 0.100 -5.037  C28 1.528, H30 1.088, H31 1.088, H32 1.086
30 H -5.141 -0.218 -6.075  C29 1.088
31 H -6.234 0.409 -4.843  C29 1.088
32 H -4.988 -0.754 -4.406  C29 1.086
33 C -2.798 0.894 -5.092  C28 1.532, C34 1.526, H37 1.092, H38 1.092
34 C -2.209 -0.077 -4.071  C25 1.529, C33 1.526, H35 1.092, H36 1.092
35 H -1.162 -0.271 -4.311  C34 1.092
36 H -2.742 -1.029 -4.107  C34 1.092
37 H -2.197 1.806 -5.091  C33 1.092
38 H -2.737 0.456 -6.090  C33 1.092
39 H -4.542 2.077 -5.453  C28 1.096
40 H -3.813 2.734 -3.276  C27 1.092
41 H -5.400 1.986 -3.099  C27 1.092
42 H -3.824 1.255 -1.324  C26 1.092
43 H -4.341 -0.112 -2.314  C26 1.092
44 H -1.714 1.427 -2.604  C25 1.095
45 H 1.872 -0.820 -0.424  C13 1.078
46 C 3.036 -1.281 3.745  N8 1.445, H47 1.090, C48 1.530, H51 1.102
47 H 3.179 -2.304 4.090  C46 1.090
48 C 3.708 -0.282 4.690  N4 1.449, C46 1.530, H49 1.091, H50 1.093
49 H 3.200 -0.268 5.655  C48 1.091
50 H 4.760 -0.549 4.822  C48 1.093
51 H 1.959 -1.058 3.691  C46 1.102
52 H 4.095 0.110 0.911  C7 1.090
53 H 2.535 0.455 1.717  C7 1.102
54 H 5.314 0.838 2.944  C5 1.095
55 H 1.933 3.890 4.507  C1 1.087
56 H 3.574 3.761 3.855  C1 1.087
57 H 2.194 3.131 2.932  C1 1.088

In terms of stability, arrangement x leads; the second structure lies 0.0345 hartree higher.

Arrangement w

The following is a DFT calculation (ωB97M-V/def2-TZVPD) of an isolated molecule of C2H5N3O2S.

- Frontier orbital gap: 9.47 eV
- SMILES: [H]/N=C/NOC(=S)NO

Last columns: bonded neighbours and bond lengths (Å).
Positions of all 13 atoms, in Å:
1 C -0.713 0.737 0.150  N8 1.361, O12 1.355, S13 1.630
2 C 1.294 -1.568 -1.125  H6 1.133, N9 1.402, N10 1.260
3 H 0.425 -0.844 2.138  O11 0.965
4 H -1.762 0.542 1.846  N8 1.025
5 H 2.038 -0.426 0.334  N9 1.006
6 H 0.399 -1.526 -1.819  C2 1.133
7 H 2.232 -2.970 -1.992  N10 1.039
8 N -0.925 0.184 1.375  C1 1.361, H4 1.025, O11 1.391
9 N 1.143 -0.712 -0.024  C2 1.402, H5 1.006, O12 1.429
10 N 2.312 -2.307 -1.196  C2 1.260, H7 1.039
11 O 0.134 0.067 2.270  H3 0.965, N8 1.391
12 O 0.479 0.481 -0.443  C1 1.355, N9 1.429
13 S -1.839 1.604 -0.647  C1 1.630

Arrangement x

The following is a DFT calculation (ωB97M-V/def2-TZVPD) of a cluster of 2 separate species, C2H5N3O2S in total.

- Frontier orbital gap: 9.61 eV

Last columns: bonded neighbours and bond lengths (Å).
Positions of all 13 atoms, in Å:
1 C 0.760 0.258 0.382  N8 1.286, O12 1.365, S13 1.650
2 C -1.876 0.037 -0.387  H6 1.110, N9 1.399, N10 1.262
3 H 3.033 0.556 -0.053  no bonds
4 H 1.202 -1.619 0.792  N8 0.995
5 H -1.316 1.645 0.790  N9 0.991
6 H -2.795 0.517 -0.786  C2 1.110
7 H -1.571 -1.276 -1.807  N10 1.039
8 N 1.547 -0.757 0.436  C1 1.286, H4 0.995, O11 1.421
9 N -1.482 0.667 0.799  C2 1.399, H5 0.991, O12 1.403
10 N -1.259 -0.952 -0.870  C2 1.262, H7 1.039
11 O 2.846 -0.810 -0.139  N8 1.421
12 O -0.283 0.093 1.247  C1 1.365, N9 1.403
13 S 1.195 1.642 -0.404  C1 1.650

In terms of stability, arrangement w leads; the second structure lies 0.0546 hartree higher.